Entry 1:
63
Properties=species:S:1:pos:R:3:mulliken_charge:R:1 method="wB97M-V/def2-TZVPD" multiplicity=1 total_charge=+1
Hf 0.1641 -0.6000 0.3705 0.5454
N -0.4670 -2.4087 -0.8402 -0.3894
C -0.6367 -1.8392 -2.1775 0.9897
C -1.9168 -1.8389 -2.7069 -0.8606
C -2.1239 -1.3103 -3.9691 -0.7170
C -1.0514 -0.7967 -4.6838 -0.8868
C 0.2230 -0.8177 -4.1410 -0.7681
C 0.4613 -1.3223 -2.8644 0.5745
C 1.8231 -1.2949 -2.2522 0.2546
C 2.9041 -1.7840 -2.9771 -0.6865
C 4.1598 -1.8323 -2.3940 -0.7584
C 4.3207 -1.4337 -1.0779 -0.9049
C 3.2328 -0.9550 -0.3586 -0.2013
C 1.9560 -0.8376 -0.9233 0.5921
H -1.3075 -2.9269 -0.5799 0.3712
H 0.3129 -3.0734 -0.8265 0.3734
H -2.7463 -2.2462 -2.1406 0.3708
H -3.1194 -1.2974 -4.3898 0.4374
H -1.2113 -0.3694 -5.6645 0.4657
H 1.0562 -0.4066 -4.6960 0.5503
H 2.7609 -2.1442 -3.9884 0.5371
H 5.0029 -2.2110 -2.9558 0.3950
H 5.2927 -1.5033 -0.6077 0.4495
H 3.3996 -0.6834 0.6706 -0.0089
C 1.9441 3.4041 1.8443 -0.4904
C 3.0069 2.5066 1.8905 -0.7563
C 2.7924 1.1873 2.2455 -0.4967
C 1.5086 0.7115 2.5627 -0.2059
C 0.4732 1.6579 2.5841 0.0617
C 0.6789 2.9849 2.2165 -0.7660
Si 1.0474 -1.1224 2.8424 0.2359
C -0.3603 -1.2011 4.0820 0.2963
C -0.3352 -0.4794 5.2786 -0.1451
C -1.4107 -0.5077 6.1513 -0.6514
C -2.5361 -1.2610 5.8434 -0.4332
C -2.5799 -1.9870 4.6629 -0.6658
C -1.5016 -1.9514 3.7915 -0.1465
H 2.1162 4.4335 1.5606 0.4529
H 4.0084 2.8475 1.6648 0.4524
H 3.6435 0.5265 2.3325 0.5475
H -0.4898 1.3649 2.9866 0.6981
H -0.1434 3.6882 2.2498 0.4674
H 2.2733 -1.8807 3.1801 -0.2003
H 0.5350 0.1149 5.5331 0.4073
H -1.3723 0.0548 7.0744 0.3948
H -3.3757 -1.2810 6.5247 0.3981
H -3.4528 -2.5781 4.4204 0.3965
H -1.5470 -2.5340 2.8741 0.2699
C -1.8366 0.4496 0.3342 -1.3514
C -1.8621 1.2158 -0.9430 0.7209
C -0.6725 1.8168 -1.3804 0.3390
C -0.5882 2.4760 -2.5942 -1.1176
C -1.7170 2.5449 -3.4055 0.5129
C -2.9183 1.9731 -2.9798 -0.6239
C -2.9848 1.3142 -1.7682 -0.7627
C -1.6344 3.1649 -4.6910 -0.1323
N -1.5511 3.6342 -5.7360 -0.4785
H -2.7412 -0.1410 0.5117 0.5698
H -1.7688 1.1499 1.1689 0.5557
H 0.2257 1.8153 -0.7512 0.4010
H 0.3436 2.9160 -2.9227 0.5288
H -3.7908 2.0426 -3.6154 0.5320
H -3.9161 0.8622 -1.4506 0.4603


Entry 2:
72
Properties=species:S:1:pos:R:3:mulliken_spin:R:1 method="wB97M-V/def2-TZVPD" s_squared=0.756 multiplicity=2 total_charge=+1 e_above_lowest_ev=0.6038
Ti 0.7386 0.2804 1.2493 0.9574
I -4.2405 0.9517 7.1280 -0.0002
C -2.7087 0.7221 5.7558 -0.0022
C -1.4402 0.3592 6.1865 0.0015
C -0.4101 0.2038 5.2642 -0.0072
I 1.4637 -0.3471 5.9356 0.0002
C -0.6559 0.4350 3.9221 0.0307
O 0.3286 0.2969 3.0187 0.0019
C -1.9268 0.7985 3.4770 -0.0124
C -2.1941 1.1139 2.0344 0.0179
N -1.5389 0.1667 1.0847 -0.0414
C -1.9945 -1.2243 1.2766 0.0061
C -0.9245 -2.2684 1.0679 -0.0023
C -1.2904 -3.6086 0.9959 0.0019
C -0.3100 -4.5735 0.8754 0.0007
C 1.0212 -4.1770 0.8339 0.0020
C 1.3016 -2.8299 0.9086 0.0178
N 0.3542 -1.8879 1.0142 -0.0190
C -2.9534 0.9320 4.4025 0.0041
H -1.2445 0.1912 7.2351 -0.0001
H -3.2763 1.1015 1.8655 0.0012
H -1.8126 2.1154 1.8007 -0.0075
H -1.8367 0.4399 0.1491 0.0082
H -2.3532 -1.3248 2.3084 -0.0036
H -2.8431 -1.4418 0.6183 0.0014
H -2.3359 -3.8785 1.0369 0.0002
H -0.5743 -5.6201 0.8215 -0.0001
H 1.8267 -4.8907 0.7561 -0.0005
H 2.3246 -2.4690 0.8932 -0.0015
H -3.9411 1.2207 4.0707 0.0003
O 3.1103 -0.0751 2.1266 -0.0001
N 2.7289 0.1221 0.7741 -0.0250
C 3.6709 0.1718 -0.0911 0.0427
C 3.4529 0.1133 -1.5569 0.0092
C 4.6423 -0.0408 -2.2699 0.0151
C 4.6339 -0.3166 -3.6320 -0.0052
C 3.4239 -0.4768 -4.2774 0.0098
C 2.2338 -0.3049 -3.5786 -0.0074
C 2.2121 0.0292 -2.2283 0.0117
P 0.5883 0.4009 -1.4604 0.0048
C 0.0086 1.9821 -2.1566 -0.0088
C 0.3407 2.4400 -3.4310 -0.0016
C -0.1838 3.6279 -3.9135 -0.0001
C -1.0543 4.3737 -3.1346 0.0000
C -1.3865 3.9368 -1.8633 -0.0017
C -0.8494 2.7564 -1.3757 -0.0048
C -0.5291 -0.8390 -2.1756 -0.0065
C -1.8253 -0.4892 -2.5429 0.0001
C -2.7243 -1.4652 -2.9532 0.0005
C -2.3317 -2.7922 -3.0128 -0.0005
C -1.0334 -3.1433 -2.6635 0.0002
C -0.1405 -2.1756 -2.2407 0.0005
H 3.1098 0.8213 2.5352 -0.0007
H 4.6984 0.1343 0.2678 -0.0041
H 5.5844 0.0263 -1.7456 0.0004
H 5.5652 -0.4350 -4.1658 0.0000
H 3.3928 -0.7308 -5.3272 0.0004
H 1.2946 -0.4383 -4.1008 0.0005
H 1.0259 1.8929 -4.0509 0.0000
H 0.0929 3.9730 -4.8981 0.0000
H -1.4610 5.3000 -3.5133 0.0000
H -2.0483 4.5201 -1.2384 -0.0001
H -1.0918 2.4645 -0.3596 0.0142
H -2.1405 0.5474 -2.5285 0.0001
H -3.7260 -1.1796 -3.2395 0.0000
H -3.0286 -3.5490 -3.3422 0.0000
H -0.7148 -4.1747 -2.7203 0.0001
H 0.8677 -2.4725 -1.9710 -0.0007
S -1.0861 4.1331 3.8545 0.0020
Sb 0.5819 4.7610 2.5921 0.0022
S 1.1542 2.7578 0.9497 -0.0175
S 2.3874 3.0256 2.6731 0.0151


Entry 3:
67
Properties=species:S:1:pos:R:3:mulliken_spin:R:1 method="wB97M-V/def2-TZVPD" s_squared=2.009 multiplicity=3 total_charge=+2
Pt 0.5107 1.4634 0.0694 1.1998
N -3.0253 -1.9068 0.1607 0.0061
C -1.8451 -1.3097 0.2590 -0.0039
N -1.6475 -0.0211 0.1677 0.1529
C -2.7431 0.7905 -0.0333 0.0016
N -2.6325 2.0715 -0.1293 0.0400
N -1.3773 2.5789 -0.0421 0.0919
C -1.3308 3.8507 -0.0263 0.0340
C -0.0540 4.5316 0.0258 -0.0227
C 0.0063 5.9093 -0.0333 -0.0026
C 1.2399 6.5348 0.0168 -0.0023
C 2.3689 5.7504 0.1352 0.0016
C 2.2242 4.3737 0.1886 -0.0208
N 1.0392 3.7548 0.1300 0.1039
C -4.0791 0.2079 -0.1329 0.0041
C -5.2359 0.9753 -0.3155 0.0058
C -6.4620 0.3583 -0.4063 -0.0002
C -6.5587 -1.0347 -0.3200 0.0006
C -5.4330 -1.8072 -0.1361 -0.0011
C -4.1980 -1.1762 -0.0400 0.0000
H -3.0850 -2.9077 0.2478 -0.0021
H -0.9997 -1.9624 0.4346 -0.0142
H -2.2575 4.4109 -0.0567 0.0048
H -0.9079 6.4814 -0.1208 -0.0006
H 1.3158 7.6142 -0.0307 0.0000
H 3.3582 6.1868 0.1906 0.0001
H 3.1031 3.7698 0.2990 0.0020
H -5.1403 2.0504 -0.3829 -0.0005
H -7.3581 0.9514 -0.5437 0.0001
H -7.5277 -1.5124 -0.3984 0.0000
H -5.5041 -2.8884 -0.0650 -0.0002
N 2.9918 1.4772 0.0012 0.2301
C 3.7310 0.2350 -0.1251 -0.0155
C 5.1141 0.2168 -0.2332 -0.0042
C 5.7695 -0.9977 -0.3530 0.0026
C 5.0478 -2.1874 -0.3698 0.0042
C 3.6674 -2.1639 -0.2651 -0.0057
C 3.0084 -0.9437 -0.1405 -0.0069
P 1.2248 -0.7546 0.0345 0.1532
C 0.8613 -1.5776 1.6220 0.0089
C 1.0479 -2.9500 1.8009 0.0035
C 0.8090 -3.5378 3.0337 0.0024
C 0.3929 -2.7643 4.1078 0.0001
C 0.2230 -1.3947 3.9521 0.0010
C 0.4531 -0.8049 2.7171 0.0069
C 0.5236 -1.6353 -1.3956 0.0118
C -0.0565 -0.8771 -2.4211 -0.0004
C -0.5455 -1.4923 -3.5641 0.0034
C -0.4650 -2.8727 -3.6952 -0.0004
C 0.1118 -3.6329 -2.6876 0.0023
C 0.6055 -3.0209 -1.5455 0.0035
H 3.1840 2.0746 -0.7930 -0.0029
H 3.2646 1.9610 0.8487 -0.0038
H 5.6777 1.1448 -0.2226 0.0015
H 6.8495 -1.0183 -0.4355 0.0003
H 5.5647 -3.1344 -0.4698 0.0006
H 3.1145 -3.0956 -0.2911 0.0029
H 1.3839 -3.5750 0.9811 0.0001
H 0.9593 -4.6040 3.1586 0.0000
H 0.2091 -3.2274 5.0705 0.0000
H -0.0880 -0.7852 4.7921 0.0000
H 0.3218 0.2550 2.6103 0.0086
H -0.1143 0.1932 -2.3311 0.0137
H -0.9883 -0.8945 -4.3523 0.0001
H -0.8502 -3.3562 -4.5855 0.0000
H 0.1875 -4.7092 -2.7946 0.0000
H 1.0447 -3.6395 -0.7711 -0.0003


Entry 4:
101
Properties=species:S:1:pos:R:3:mulliken_spin:R:1 method="wB97M-V/def2-TZVPD" s_squared=8.755 multiplicity=6 total_charge=-1 e_above_lowest_ev=0.0000
Fe 0.1863 0.6491 -0.0071 4.4172
O 8.3028 -0.6917 2.0917 0.0001
C 7.4098 -0.0429 1.6605 0.0002
O 6.1245 -0.1596 2.0064 0.0008
B 5.3855 0.9221 1.3772 -0.0045
O 6.2840 1.5466 0.4190 0.0002
C 7.4979 1.0015 0.5318 0.0000
O 8.4517 1.2741 -0.1105 0.0000
O 4.8860 1.9496 2.3335 0.0034
C 3.5953 2.0740 2.2337 0.0098
O 2.8737 2.8446 2.7980 0.0005
C 3.1287 1.0155 1.2045 -0.0178
O 4.1304 0.3871 0.7474 0.0174
O 1.9677 0.9118 0.8453 0.0864
O 1.8813 -1.4362 -0.4990 -0.0028
C 2.2208 -2.5889 -0.4245 -0.0035
O 2.3581 -3.4168 -1.4285 -0.0017
B 2.7048 -4.7678 -0.9059 0.0015
O 2.7617 -4.5974 0.5703 -0.0010
C 2.5360 -3.3402 0.8788 0.0007
O 2.5083 -2.8628 1.9768 0.0009
O 1.7001 -5.7535 -1.2991 0.0005
C 2.2734 -6.7236 -2.0076 0.0001
O 1.6870 -7.6033 -2.5521 0.0001
C 3.7791 -6.3934 -2.0919 0.0002
O 3.9762 -5.2470 -1.4500 0.0007
O 4.6245 -7.0690 -2.5729 0.0000
O 6.0288 3.2644 -5.8229 0.0001
C 5.5428 2.5125 -5.0475 0.0000
O 4.2903 2.5224 -4.5998 0.0002
B 4.0567 1.2978 -3.8594 0.0051
O 5.3601 0.6976 -3.6201 0.0006
C 6.2779 1.3574 -4.3337 0.0000
O 7.4183 1.0831 -4.4643 0.0001
O 3.1433 0.3634 -4.5756 0.0025
C 2.0714 0.1321 -3.8724 0.0049
O 1.1581 -0.6006 -4.1273 0.0010
C 2.2063 0.9467 -2.5572 0.0023
O 3.3211 1.5711 -2.5745 0.0028
O 1.3674 0.9601 -1.6746 0.0771
O -8.6320 1.8090 -1.0616 0.0000
C -7.7952 1.3097 -0.3773 0.0000
O -6.5997 1.8151 -0.0929 -0.0001
B -5.8336 0.8369 0.6997 0.0011
O -6.7167 -0.3181 0.8863 0.0001
C -7.8809 -0.0852 0.2747 0.0001
O -8.8235 -0.8062 0.2637 0.0000
O -5.4172 1.3990 2.0080 -0.0006
C -4.1188 1.2830 2.1364 0.0017
O -3.4610 1.5366 3.1101 0.0007
C -3.5597 0.7248 0.7972 -0.0187
O -4.5795 0.4751 0.0203 -0.0017
O -2.4120 0.4388 0.5953 -0.0077
C -1.6252 -1.1027 4.5572 -0.0009
C -1.4336 -2.5535 4.1857 0.0006
C -0.3442 -2.8337 3.1217 0.0007
C -0.2329 -1.7711 2.1380 0.0184
N -0.1246 -0.9355 1.3771 0.0801
H -2.4622 -0.9962 5.2449 0.0000
H -1.9172 -0.4969 3.6915 0.0010
H -0.7172 -0.6373 4.9463 0.0000
H -2.3593 -3.0076 3.8222 0.0000
H -1.1524 -3.1539 5.0522 0.0002
H -0.2850 -3.7976 2.6197 0.0005
H 0.5964 -2.8041 3.6874 0.0004
C -1.6298 -4.7590 -4.0358 0.0000
C -0.9104 -3.8037 -3.0981 0.0008
C -1.5368 -2.4203 -3.1694 0.0021
C -1.0440 -1.4692 -2.1844 0.0257
N -0.7021 -0.7060 -1.4094 0.0767
H -1.1751 -5.7470 -4.0459 0.0000
H -1.6491 -4.4024 -5.0675 0.0000
H -2.6625 -4.8644 -3.6909 0.0000
H 0.1366 -3.7260 -3.3786 0.0002
H -0.8981 -4.2154 -2.0899 0.0000
H -2.6201 -2.4756 -3.0057 0.0000
H -1.4139 -2.0104 -4.1725 -0.0007
C -4.1408 4.1317 -0.1076 -0.0002
C -4.1189 3.5660 -1.5195 -0.0003
C -2.7225 3.5975 -2.1653 0.0014
C -1.7222 2.7953 -1.4940 0.0073
N -0.9571 2.1199 -0.9911 0.0946
H -3.9666 5.2120 -0.1746 0.0000
H -3.4670 3.6649 0.6063 0.0005
H -5.1731 4.1034 0.2486 0.0001
H -4.8106 4.0157 -2.2287 0.0002
H -4.4289 2.5169 -1.4918 0.0003
H -2.3416 4.6091 -2.3300 0.0003
H -2.8241 3.2228 -3.1899 0.0001
C -2.0254 4.5650 3.5833 -0.0003
C -0.8004 4.0950 4.3555 0.0013
C -0.5249 2.5977 4.1962 0.0013
C -0.4323 2.2138 2.7924 0.0026
N -0.3654 1.8907 1.7024 0.1041
H -2.9266 4.0356 3.8898 0.0000
H -1.9059 4.4435 2.5046 0.0003
H -2.1463 5.6383 3.7343 -0.0001
H -0.8164 4.3950 5.3997 0.0000
H 0.0663 4.5935 3.9095 0.0002
H -1.3503 1.9837 4.5710 -0.0004
H 0.4153 2.2738 4.6465 0.0001


Entry 5:
76
Properties=species:S:1:pos:R:3:mulliken_charge:R:1 method="wB97M-V/def2-TZVPD" multiplicity=1 total_charge=-2 e_above_lowest_ev=0.0000
Ir -0.2492 -1.5501 1.5452 2.2123
N -4.2448 0.0221 1.3619 -0.1640
C -4.3140 1.3831 1.0662 0.3230
C -5.5124 1.9618 0.6726 -0.7611
C -5.5807 3.3267 0.4232 -0.5349
C -4.4446 4.1107 0.5388 -0.8311
C -3.2389 3.5251 0.9070 -0.6929
C -3.1714 2.1699 1.1892 0.7498
S -1.6613 1.4690 1.7645 -0.2484
N -1.8780 -0.1902 1.4024 -0.7442
C -3.0623 -0.7003 1.3625 0.4429
C -3.1823 -2.1744 1.3218 1.2937
C -4.3761 -2.8846 1.2534 -0.9090
C -4.3087 -4.2669 1.1982 -0.5807
C -3.0681 -4.8899 1.2124 -0.8586
C -1.9214 -4.1167 1.3069 -0.2190
N -2.0009 -2.7881 1.3649 -0.0473
H -5.0868 -0.5026 1.2148 0.0445
H -6.3955 1.3409 0.5688 0.3816
H -6.5247 3.7695 0.1316 0.3639
H -4.4882 5.1730 0.3391 0.3855
H -2.3399 4.1238 0.9875 0.4714
H -5.3425 -2.3984 1.2552 0.2933
H -5.2202 -4.8488 1.1394 0.3977
H -2.9772 -5.9656 1.1528 0.4244
H -0.9170 -4.5273 1.3170 0.5107
C 1.1327 0.0037 1.4800 -0.5627
Ge 1.6246 0.4062 -0.3929 2.1074
C 3.2850 -0.4282 -1.0106 -0.0012
C 3.2822 -1.5141 -1.8836 -0.5717
C 4.4601 -2.1587 -2.2377 -0.6836
C 5.6686 -1.7099 -1.7321 -0.5205
C 5.6950 -0.6201 -0.8733 -0.7731
C 4.5128 0.0084 -0.5127 -0.2159
C 2.1264 2.3737 -0.3782 0.0295
C 3.1172 2.8910 -1.2168 -0.3310
C 3.4012 4.2491 -1.2706 -0.7657
C 2.6883 5.1435 -0.4831 -0.4229
C 1.6863 4.6596 0.3447 -0.7302
C 1.4150 3.2975 0.3883 -0.1894
C 0.3333 0.5331 -1.8843 0.6325
C 0.7356 0.3139 -3.2011 -0.5096
C -0.1460 0.4693 -4.2642 -0.7676
C -1.4539 0.8683 -4.0370 -0.5825
C -1.8708 1.1031 -2.7334 -0.5725
C -0.9874 0.9273 -1.6791 0.0210
H 0.6817 0.9231 1.8656 0.2486
H 2.3452 -1.8864 -2.2803 0.5103
H 4.4106 -3.0416 -2.8597 0.2607
H 6.5873 -2.2305 -1.9778 0.3230
H 6.6372 -0.2718 -0.4644 0.3353
H 4.5482 0.8432 0.1782 0.3351
H 3.6834 2.2133 -1.8466 0.3253
H 4.1828 4.6114 -1.9298 0.3763
H 2.9097 6.2043 -0.5173 0.3362
H 1.1144 5.3456 0.9609 0.3891
H 0.6220 2.9466 1.0401 0.1053
H 1.7551 0.0116 -3.4071 0.2957
H 0.1905 0.2656 -5.2751 0.3761
H -2.1421 0.9945 -4.8656 0.3355
H -2.8899 1.4205 -2.5370 0.4748
H -1.3399 1.0863 -0.6704 0.1342
F 0.4537 -4.6820 -0.2761 -0.5912
Te 2.0418 -3.5761 0.2919 1.4971
F 2.3853 -5.1876 1.2379 -0.4590
F 3.0434 -4.7308 -1.2010 -0.6492
F 0.2104 -1.9159 -0.5571 -0.7433
F 3.8003 -3.0894 1.1875 -0.6128
O 1.0158 -3.0584 1.8774 -1.0349
F -1.7080 -1.7718 4.1234 -0.3231
B -0.6104 -1.2400 3.4801 0.2977
F 0.0884 -0.4993 4.3767 -0.2808
C 2.4453 -0.2234 2.2494 -1.6201
H 2.9976 -1.0821 1.8691 0.3377
H 2.2260 -0.4161 3.3001 0.3628
H 3.1151 0.6492 2.2074 0.3638


Entry 6:
65
Properties=species:S:1:pos:R:3:mulliken_charge:R:1 method="wB97M-V/def2-TZVPD" multiplicity=1 total_charge=+1 e_above_lowest_ev=0.3531
Lu -0.3590 -0.5518 0.8574 1.4275
C 0.2196 -3.7281 2.5889 -0.8528
C 1.1586 -3.5095 1.4375 0.8282
C 1.9429 -4.5569 0.9944 -0.9455
C 2.8878 -4.3415 -0.0107 -0.6938
C 3.0257 -3.0738 -0.5237 -1.2757
C 2.2081 -2.0473 -0.0422 0.7017
N 1.2536 -2.2661 0.9172 -0.0916
C 2.2743 -0.7218 -0.6149 0.6093
C 3.4078 -0.2073 -1.2408 -0.9562
C 3.3580 1.0422 -1.8278 -1.0063
C 2.1546 1.7736 -1.7798 -0.9103
C 1.0802 1.2468 -1.1109 0.4737
N 1.1199 0.0200 -0.5233 0.1835
C -0.1437 2.0303 -0.8826 0.5062
C -0.6478 2.8761 -1.8586 -0.8795
C -1.6828 3.7332 -1.5249 -0.6306
C -2.1288 3.7503 -0.2169 -0.6557
C -1.6028 2.8517 0.7068 0.9319
C -2.0194 2.9716 2.1427 -1.7168
N -0.6736 1.9470 0.3667 -0.0742
H -0.1434 -4.7537 2.5962 0.4621
H -0.6328 -3.0521 2.5547 -0.2130
H 0.7525 -3.5592 3.5273 0.3697
H 1.8193 -5.5356 1.4369 0.4959
H 3.4897 -5.1592 -0.3834 0.4558
H 3.7331 -2.8711 -1.3141 0.4101
H 4.3281 -0.7736 -1.2320 0.4797
H 4.2382 1.4610 -2.2941 0.4285
H 2.0900 2.7620 -2.2124 0.5504
H -0.2250 2.8652 -2.8531 0.5765
H -2.1136 4.3969 -2.2626 0.4789
H -2.8936 4.4451 0.1012 0.4474
H -1.7673 3.9756 2.4896 0.5320
H -1.5072 2.2516 2.7757 0.1838
H -3.0982 2.8631 2.2552 0.3369
C -0.7286 -1.6690 5.3352 -0.6567
C -0.0479 -0.8233 4.4778 -1.1098
C -0.6777 -0.3405 3.3356 0.4922
C -1.9950 -0.7117 3.0141 -0.1998
C -2.6626 -1.5587 3.9006 -0.2743
C -2.0394 -2.0280 5.0465 -0.7671
C -2.7118 -0.1241 1.8433 -1.9932
C -2.8159 -0.6593 0.5851 0.3568
C -2.2796 -1.9872 0.2183 0.5330
C -1.3724 -2.1484 -0.8568 -0.2418
C -0.9496 -3.4216 -1.2353 -0.5943
C -1.4147 -4.5380 -0.5684 -0.7152
C -2.3317 -4.3947 0.4784 -0.9468
C -2.7495 -3.1430 0.8749 -0.3064
H -0.2442 -2.0330 6.2309 0.4556
H 0.9671 -0.5204 4.7011 0.4605
H -0.1421 0.4116 2.7358 0.8087
H -3.6900 -1.8315 3.6977 0.5807
H -2.5869 -2.6700 5.7245 0.4472
H -3.2878 0.7627 2.0658 0.9132
H -1.0714 -1.2855 -1.4551 0.5451
H -0.2590 -3.5384 -2.0610 0.4377
H -1.0867 -5.5227 -0.8731 0.4227
H -2.7326 -5.2733 0.9680 0.4768
H -3.4794 -3.0365 1.6655 0.5755
Cl -4.6513 1.3390 -0.0349 -0.1642
C -3.5931 0.0005 -0.5438 -0.1549
H -2.9314 0.3995 -1.3138 0.1832
H -4.2456 -0.7371 -1.0067 0.4676


Electronic energy for the records above, in order: -45779.707 -129834.123 -55084.049 -142236.246 -137345.358 -84247.117 eV